Entry 1:
One molecule with the formula C6H9N, computed with ωB97M-V/def2-TZVPD.

Bonds (Å) are listed after each position.
CARTESIAN COORDINATES (ANGSTROEM)
1 C -1.3127 1.5163 -0.0770  C2 1.492, H8 1.090, H9 1.096, H10 1.096
2 C -0.1134 0.6295 -0.0860  C1 1.492, C3 1.379, N7 1.371
3 C 0.0684 -0.7224 0.1141  C2 1.379, C4 1.503, C5 1.426
4 C -0.9912 -1.7563 0.3724  C3 1.503, H11 1.096, H12 1.097, H13 1.097
5 C 1.4710 -0.9602 0.0112  C3 1.426, C6 1.369, H14 1.079
6 C 2.0954 0.2299 -0.2518  C5 1.369, N7 1.364, H15 1.082
7 N 1.1212 1.1837 -0.3034  C2 1.371, C6 1.364, H16 1.005
8 H -2.1995 0.9929 -0.4352  C1 1.090
9 H -1.1575 2.3648 -0.7529  C1 1.096
10 H -1.5251 1.9207 0.9196  C1 1.096
11 H -0.5909 -2.7658 0.2244  C4 1.096
12 H -1.8455 -1.6427 -0.3068  C4 1.097
13 H -1.3783 -1.7043 1.3971  C4 1.097
14 H 1.9625 -1.9155 0.1086  C5 1.079
15 H 3.1364 0.4744 -0.4140  C6 1.082
16 H 1.2592 2.1550 -0.5204  N7 1.005

Its SMILES is Cc1cc[nH]c1C. The LUMO energy comes out at 1.06 eV. As for the spin multiplicity: 1.

Atom charges from the Mulliken analysis, given in e for atoms 1 to 8: -1.25, -0.04, 0.93, -1.21, -0.60, -0.62, 0.02, 0.31

---

Entry 2:
One molecule with the formula C6H9N, computed with ωB97M-V/def2-TZVPD.

Bonds (Å) are listed after each position.
CARTESIAN COORDINATES (ANGSTROEM)
1 C 1.7860 1.7057 0.8871  C2 1.502, H8 1.094, H9 1.094, H10 1.085
2 C 0.6326 0.8786 0.3949  C1 1.502, C3 1.368, C6 1.422
3 C -0.6776 1.0599 0.7428  C2 1.368, N4 1.382, H11 1.077
4 N -1.4071 0.0380 0.1645  C3 1.382, C5 1.363, H12 1.005
5 C -0.5884 -0.7704 -0.5668  N4 1.363, C6 1.375, C7 1.491
6 C 0.6807 -0.2499 -0.4695  C2 1.422, C5 1.375, H13 1.081
7 C -1.0601 -2.0867 -1.0840  C5 1.491, H14 1.085, H15 1.090, H16 1.092
8 H 2.4812 1.0770 1.4513  C1 1.094
9 H 2.3667 2.0833 0.0410  C1 1.094
10 H 1.4404 2.5216 1.5126  C1 1.085
11 H -1.2324 1.8505 1.2184  C3 1.077
12 H -2.4073 -0.0113 0.0759  N4 1.005
13 H 1.5761 -0.8099 -0.6990  C6 1.081
14 H -0.2528 -2.6297 -1.5641  C7 1.085
15 H -1.4742 -2.7176 -0.2971  C7 1.090
16 H -1.8640 -1.9391 -1.8079  C7 1.092

Its SMILES is Cc1c[nH]c(C)c1. The LUMO energy comes out at 1.06 eV. As for the spin multiplicity: 1.

Atom charges from the Mulliken analysis, given in e for atoms 1 to 8: -1.17, 0.81, -0.79, -0.04, 0.43, -0.74, -1.23, 0.27

---

Entry 3:
One molecule with the formula C6H9N, computed with ωB97M-V/def2-TZVPD.

Bonds (Å) are listed after each position.
CARTESIAN COORDINATES (ANGSTROEM)
1 C 0.6455 1.3036 0.0664  C2 1.483, C3 1.605, H7 1.022, H8 1.050
2 C 0.6758 0.0941 -0.7914  C1 1.483, C3 1.733, C6 1.572, H9 1.127, N16 1.362
3 C 0.5980 -0.0454 0.9339  C1 1.605, C2 1.733, C4 1.535, H11 1.000, N16 1.510
4 C -0.8398 -0.5599 0.7747  C3 1.535, C5 1.610, C6 1.545, H12 1.258
5 C -1.7025 0.3740 -0.2128  C4 1.610, C6 1.423, H13 1.185, H14 1.112
6 C -0.7630 -0.5398 -0.7682  C2 1.572, C4 1.545, C5 1.423, H15 1.057
7 H 1.4649 1.7702 0.4604  C1 1.022
8 H -0.0333 2.1002 -0.0189  C1 1.050
9 H 1.0646 0.0320 -1.8471  C2 1.127
10 H 2.2924 -0.5819 -0.0938  N16 0.917
11 H 0.8266 -0.1857 1.8972  C3 1.000
12 H -1.5710 -1.1963 1.5773  C4 1.258
13 H -2.7758 -0.0315 0.0853  C5 1.185
14 H -2.0017 1.4409 -0.1157  C5 1.112
15 H -0.7862 -1.4123 -1.3643  C6 1.057
16 N 1.4052 -0.8135 -0.0852  C2 1.362, C3 1.510, H10 0.917

The LUMO energy comes out at 1.10 eV. As for the spin multiplicity: 1.

Atom charges from the Mulliken analysis, given in e for atoms 1 to 8: -1.14, 0.09, -0.08, -0.44, -0.67, -0.38, 0.31, 0.29

---

Entry 4:
One molecule with the formula C6H9N, computed with ωB97M-V/def2-TZVPD.

Bonds (Å) are listed after each position.
CARTESIAN COORDINATES (ANGSTROEM)
1 C -0.4104 0.7323 -2.4389  C2 1.497, H8 1.092, H9 1.087, H10 1.103
2 C -0.5140 0.4068 -0.9810  C1 1.497, C3 1.372, C6 1.431
3 C -0.2433 1.3400 -0.0124  C2 1.372, N4 1.375, H11 1.078
4 N 0.0803 0.6705 1.1440  C3 1.375, C5 1.376, H12 1.008
5 C 0.1802 -0.6820 0.9107  N4 1.376, C6 1.369, C7 1.499
6 C -0.3158 -0.8636 -0.3527  C2 1.431, C5 1.369, H13 1.078
7 C 1.1163 -1.5516 1.6938  C5 1.499, H14 1.087, H15 1.088, H16 1.094
8 H -0.2525 -0.0817 -3.1495  C1 1.092
9 H 0.3307 1.5054 -2.6257  C1 1.087
10 H -1.3622 1.1762 -2.7749  C1 1.103
11 H -0.2050 2.4170 0.0141  C3 1.078
12 H 0.3181 1.0203 2.0586  N4 1.008
13 H -0.3113 -1.7708 -0.9342  C6 1.078
14 H 0.6634 -2.2126 2.4288  C7 1.087
15 H 1.9809 -0.9790 2.0218  C7 1.088
16 H 1.5232 -2.2304 0.9384  C7 1.094

Its SMILES is Cc1c[nH]c(C)c1. The LUMO energy comes out at 1.05 eV. As for the spin multiplicity: 1.

Atom charges from the Mulliken analysis, given in e for atoms 1 to 8: -1.20, 0.70, -0.75, -0.05, 0.17, -0.53, -1.11, 0.33

---

| no. | calculated total energy (eV) | HOMO level (eV) |
| --- | --- | --- |
| 1 | -7858.0703 | -7.7932 |
| 2 | -7857.9319 | -7.8568 |
| 3 | -7851.3249 | -9.0626 |
| 4 | -7857.2846 | -7.7295 |